Entry 1:
Density functional theory data (ωB97M-V/def2-TZVPD) for the ion C4H5O6P with charge -2 in a non-equilibrium geometry.

```
16
Properties=species:S:1:pos:R:3:forces:R:3
O -2.964904 0.814668 -0.799935 0.49 -0.16 -0.44
P -2.579461 -0.540036 -0.226581 0.54 1.61 1.98
O -3.665230 -1.232234 0.527010 0.00 -0.91 0.07
O -1.334483 -0.207733 0.983490 -2.72 -1.45 -1.38
C -0.123777 0.488643 0.983553 -0.53 -1.06 1.41
C 0.559851 0.620638 -0.398104 -1.02 -1.51 2.14
O -0.331986 1.256894 -1.250139 -1.19 -0.03 -0.21
C 1.142504 -0.702111 -0.708201 -0.69 -1.26 -1.81
C 2.521304 -0.936683 -0.122668 0.71 0.37 -0.20
O 2.919543 -0.129070 0.772122 -0.66 -0.19 -0.13
O 3.248001 -1.822511 -0.636737 -0.37 -0.61 -0.27
H 0.322648 -0.013380 1.878346 1.17 0.30 -1.40
H -0.312563 1.460806 1.377994 -0.31 1.48 -0.08
H 1.329286 1.244776 -0.082062 1.88 1.38 -0.24
H -1.276292 1.149506 -0.883432 1.08 0.43 -1.13
H 0.545556 -1.452176 -1.414663 1.62 1.63 1.69
```
Positions in Å, forces in eV/Å.

Properties
energy = -25802.056 eV
charge = -2
orbital gap (alpha / beta) = 6.492 / 7.683 eV
SMILES string = O=P(=O)OC[C@H](O)C=C([O-])[O-]
E_HOMO (alpha / beta) = -0.6353 / -1.0981 eV

These are the natural (NBO) partial charges, in e, on atoms 1 to 4:
1 O -1.152
2 P 1.900
3 O -1.135
4 O -0.842

=====

Entry 2:
Density functional theory data (ωB97M-V/def2-TZVPD) for a cluster of 2 separate species, CH6N in total in a non-equilibrium geometry.

```
8
Properties=species:S:1:pos:R:3:forces:R:3
C -0.655644 -0.247862 -0.012132 -2.57 3.96 -0.20
N 0.793174 -0.033367 0.024252 0.53 -0.13 -0.04
H -1.036181 -0.530941 -0.980192 0.19 -0.16 -0.08
H -1.078211 -0.751019 0.838808 0.16 -0.10 0.19
H -1.496436 1.519408 0.046766 1.79 -3.62 0.03
H 1.283888 -0.807382 -0.455703 -0.04 0.25 0.25
H 1.135669 0.011641 0.993883 -0.02 0.08 -0.31
H 1.053743 0.839522 -0.455685 -0.05 -0.28 0.17
```
Positions in Å, forces in eV/Å.

Properties
energy = -2613.750 eV
charge = +1
orbital gap = 10.371 eV
E_HOMO = -15.7950 eV

These are the natural (NBO) partial charges, in e, on atoms 1 to 4:
1 C -0.315
2 N -0.710
3 H 0.240
4 H 0.243

=====

Entry 3:
Density functional theory data (ωB97M-V/def2-TZVPD) for a structure of composition C24H64AsCaF6O24S8 in a non-equilibrium geometry.

```
128
Properties=species:S:1:pos:R:3:forces:R:3
Ca 2.156085 3.095743 -2.474241 -1.14 -1.24 0.72
As -0.703945 0.138603 -0.007251 1.19 -0.13 0.73
F -1.602835 -0.987247 1.020139 0.49 0.85 -1.13
F 0.703125 -0.925977 -0.150141 -0.87 0.39 0.40
F 0.270025 1.293093 -1.010441 -0.91 -0.56 0.52
F -1.973525 1.372303 0.034199 0.58 -0.87 -0.22
F -0.033465 0.835213 1.508199 -0.37 -0.28 -1.45
F -1.315455 -0.626587 -1.483041 -0.02 0.75 0.82
O -2.306455 4.585363 -1.114431 3.03 -0.56 -0.47
S -0.864545 4.727423 -0.871681 -1.07 2.82 3.17
O 0.218485 4.131103 -1.657181 -1.30 0.91 0.39
O -0.546705 6.374153 -0.912241 -0.24 -2.00 -0.08
C -1.380285 7.257023 -0.106711 -2.10 0.52 -0.90
C -1.594675 8.561803 -0.904991 2.18 0.28 0.58
C -0.591305 4.482413 0.999989 -0.65 -0.69 -1.39
H -1.027795 7.340413 0.921349 0.75 0.40 -0.33
H -2.417565 6.953933 0.035769 0.07 -1.29 -0.29
H -0.599295 9.005543 -0.925201 -0.01 0.61 -0.03
H -2.265045 9.260263 -0.404161 -0.03 -0.25 0.04
H -1.833645 8.484753 -1.965681 -0.48 -0.70 0.27
H -0.666505 3.411373 1.187889 0.24 -0.09 -0.15
H -1.459645 4.935573 1.478239 0.05 0.22 -0.28
H 0.347735 4.887333 1.377299 -0.04 -0.01 -0.56
O 0.322675 2.357713 -3.666711 -0.38 -0.80 -1.14
S -0.831625 1.964103 -4.482701 -1.75 0.03 -0.70
O -0.964025 2.587073 -5.813941 0.40 -1.78 2.69
O -0.829075 0.267553 -4.511581 1.36 3.53 0.77
C -1.704465 -0.440217 -5.368121 -0.63 -0.17 -1.38
C -2.430155 -1.481217 -4.560741 -0.01 0.13 -0.72
C -2.388645 2.296873 -3.444621 1.76 -0.36 -1.79
H -1.140365 -0.831987 -6.214531 0.35 -0.28 0.22
H -2.409605 0.222293 -5.870071 -0.20 0.29 0.28
H -3.061825 -0.920737 -3.871571 -0.03 -0.61 0.37
H -1.747665 -2.203717 -4.113181 -0.06 0.30 0.40
H -3.036255 -2.051437 -5.264711 -0.30 0.04 0.12
H -2.226275 1.767353 -2.505821 -0.21 0.12 -0.08
H -3.164265 1.923613 -4.113351 -0.22 -0.20 0.43
H -2.467185 3.382303 -3.383341 0.14 -0.14 0.23
O 2.388215 2.645593 -0.185191 0.63 0.80 0.84
S 3.123925 2.692573 1.080819 2.27 0.53 3.94
O 4.421145 3.399823 1.194799 -2.81 -1.13 -0.97
O 2.120545 3.288273 2.277089 0.31 -0.90 -3.04
C 2.607115 3.792853 3.553909 -0.40 0.64 -0.18
C 2.698975 5.321093 3.492309 0.92 -0.72 0.01
C 3.320625 0.994123 1.698759 -0.45 0.31 -1.02
H 3.545395 3.284723 3.776439 -0.01 0.28 0.25
H 1.821425 3.510723 4.254759 0.20 -0.42 -0.08
H 1.814655 5.805103 3.077809 -0.04 -0.26 -0.02
H 3.578895 5.543903 2.888819 -0.12 0.43 -0.05
H 2.856585 5.711583 4.497689 0.04 0.00 0.00
H 2.312185 0.592313 1.600269 -0.01 -0.16 0.32
H 3.726005 0.942603 2.709259 -0.27 0.53 -0.02
H 3.991995 0.432763 1.048959 0.02 0.25 -0.25
O 0.864975 -7.099697 2.017209 -2.20 1.53 -1.73
S -0.278145 -6.711247 1.178359 0.28 -2.18 -0.13
O -1.611445 -6.493257 1.741859 2.03 0.57 -0.67
O 0.199865 -5.431067 0.173029 -0.07 -2.41 1.99
C -0.810745 -4.569057 -0.301011 -0.65 0.69 0.19
C -0.465825 -4.195647 -1.716121 -0.11 0.16 -0.37
C -0.505345 -8.129687 -0.044851 0.27 1.57 -0.34
H -0.915945 -3.734777 0.392539 0.37 0.42 -0.17
H -1.807845 -5.007037 -0.255691 0.08 -0.52 -0.20
H 0.430895 -3.597957 -1.879711 0.03 0.16 0.65
H -1.317665 -3.632037 -2.096671 0.04 -0.05 -0.36
H -0.278755 -5.098547 -2.297391 -0.43 -0.10 -0.10
H -1.372855 -7.983457 -0.688391 -0.52 0.18 0.69
H -0.552955 -9.068017 0.507749 0.15 0.30 0.02
H 0.278955 -8.072207 -0.799611 0.62 -0.27 0.62
O 0.020715 -0.380237 6.433369 -0.12 1.31 -1.77
S -0.013575 0.055993 5.042609 -0.36 -2.57 -2.03
O 0.868105 1.071263 4.475959 -0.81 -1.39 1.06
O 0.206265 -1.369687 4.116509 -0.30 1.39 1.25
C -0.410665 -2.575767 4.702019 0.20 0.11 -0.01
C -0.850135 -3.526107 3.617109 -0.67 0.44 -0.67
C -1.713165 0.402853 4.394409 1.25 0.78 1.76
H -1.297285 -2.313297 5.279189 0.15 0.20 0.18
H 0.316255 -3.038097 5.369799 0.02 0.11 0.05
H -0.065625 -3.793697 2.909259 0.10 -0.21 0.25
H -1.659335 -3.073667 3.043879 0.13 0.39 -0.27
H -1.369365 -4.400117 4.010319 0.62 -0.24 0.32
H -2.381985 -0.415387 4.661339 0.18 0.06 -0.30
H -1.672225 0.732283 3.356189 0.23 -0.52 0.11
H -1.920645 1.261463 5.033039 -0.62 0.15 -0.10
O 5.228565 -4.165657 1.062279 -2.00 1.58 1.21
S 4.003815 -3.877327 1.815639 -0.96 -2.17 1.39
O 3.472635 -4.973577 2.658709 1.18 2.37 -1.20
O 4.201805 -2.487877 2.766739 0.88 -1.47 -1.06
C 3.057285 -2.071057 3.529249 -1.37 -0.95 -0.51
C 3.289335 -1.538437 4.894539 0.41 0.70 0.87
C 2.552425 -3.386017 0.763999 2.40 0.53 0.55
H 2.400155 -2.926197 3.687429 -0.17 -0.10 -0.67
H 2.575765 -1.274177 2.962489 -0.37 -0.42 -0.22
H 2.427455 -1.654617 5.551619 -0.35 -0.34 -0.39
H 3.337235 -0.454467 4.790539 0.98 0.09 0.62
H 4.074715 -2.057937 5.443529 0.44 0.50 -0.24
H 2.741465 -3.895587 -0.180831 -0.56 -0.29 0.22
H 2.754875 -2.327847 0.598449 -0.58 0.05 -0.05
H 1.662275 -3.612677 1.350829 0.17 -0.03 -0.46
O -7.103715 -0.582947 -0.732281 1.83 1.49 -1.21
S -6.039935 0.229793 -1.315121 -0.06 1.00 1.19
O -5.967215 0.623433 -2.706681 -0.10 -0.93 0.60
O -6.083155 1.685123 -0.499501 -0.26 -1.59 -0.25
C -5.339535 2.823513 -0.956251 0.37 0.63 0.17
C -4.984335 3.654503 0.284439 0.30 -0.18 0.21
C -4.391565 -0.409537 -0.748331 -1.35 0.39 -0.90
H -5.892265 3.435343 -1.669171 -0.59 -0.20 0.14
H -4.464175 2.531983 -1.536641 0.31 -0.28 0.36
H -4.427425 4.563903 0.058729 -0.21 -0.01 -0.44
H -4.328965 3.111773 0.965629 0.00 -0.36 -0.08
H -5.851635 3.941133 0.879199 -0.22 -0.11 -0.30
H -3.639665 0.059993 -1.382591 -0.10 0.30 0.44
H -4.324945 -1.476017 -0.963451 -0.35 0.00 0.32
H -4.370495 -0.147487 0.309489 0.37 -0.22 -0.20
O 3.386135 -1.260497 -1.581261 -0.45 1.64 -2.25
S 3.022015 -0.614387 -2.847941 0.22 -2.89 0.40
O 2.741285 0.836303 -2.852991 1.03 -1.37 -0.59
O 4.221275 -1.011847 -4.012561 -2.68 2.58 2.22
C 4.802425 -2.297417 -3.891401 0.70 -1.48 0.47
C 4.739935 -2.932047 -5.238391 0.85 -0.67 -0.88
C 1.545535 -1.539397 -3.565351 0.63 0.78 0.84
H 4.366575 -2.953477 -3.137941 -0.65 0.34 0.10
H 5.825615 -2.222957 -3.523101 0.12 0.51 -0.26
H 3.777575 -3.360867 -5.517801 -0.13 0.42 0.02
H 5.447265 -3.758537 -5.306951 0.01 -0.21 0.36
H 5.133855 -2.254007 -5.995491 -0.45 0.20 -0.10
H 0.780025 -1.630667 -2.794791 0.09 0.75 0.31
H 1.800075 -2.584307 -3.742761 0.66 0.30 -0.47
H 1.163475 -0.962237 -4.407381 0.26 -0.30 0.00
```
Positions in Å, forces in eV/Å.

Properties
energy = -257323.781 eV
charge = +1
orbital gap = 8.191 eV
E_HOMO = -12.1654 eV

These are the Mulliken partial charges, in e, on atoms 1 to 4:
1 Ca 1.554
2 As 1.957
3 F -0.636
4 F -0.441